Below is a cluster of 7 separate species, C14H21N7 in total in a non-equilibrium geometry, with properties calculated with ωB97M-V with the def2-TZVPD basis set.

Computed properties:
SMILES: CC#N.CC#N.CC#N.CC#N.CC#N.CC#N.CC#N
ΔE to the lowest compared entry with this formula, charge and spin, kcal/mol: 19.1

Element x y z (Å)
C: 4.591 0.717 0.028
C: 3.622 -0.179 0.563
N: 2.856 -0.948 1.009
H: 5.015 0.179 -0.819
H: 5.362 1.026 0.734
H: 4.027 1.562 -0.368
C: -3.040 -2.180 3.746
C: -2.165 -1.006 3.346
N: -1.515 -0.138 3.009
H: -2.401 -3.028 3.499
H: -3.986 -2.071 3.214
H: -3.211 -2.169 4.822
C: -3.561 -2.238 -0.352
C: -5.066 -2.018 -0.317
N: -6.205 -1.907 -0.224
H: -3.389 -2.842 -1.243
H: -3.355 -2.784 0.569
H: -3.075 -1.263 -0.316
C: -1.841 1.706 -4.390
C: -2.159 1.058 -3.124
N: -2.363 0.509 -2.136
H: -1.215 2.596 -4.319
H: -2.765 2.091 -4.820
H: -1.282 1.037 -5.045
C: 3.073 3.845 2.177
C: 2.254 3.963 3.386
N: 1.585 4.105 4.339
H: 2.586 4.373 1.357
H: 3.255 2.828 1.829
H: 4.084 4.209 2.359
C: 2.129 -2.762 -2.127
C: 1.315 -1.670 -2.658
N: 0.720 -0.789 -3.144
H: 3.039 -2.767 -2.727
H: 1.719 -3.757 -2.302
H: 2.408 -2.674 -1.077
C: -0.283 0.077 0.201
C: 0.034 1.480 0.460
N: 0.291 2.598 0.682
H: -1.307 -0.129 0.511
H: 0.487 -0.610 0.553
H: -0.267 -0.033 -0.883

Force components x, y, z for each atom (eV/Å):
0.101 0.390 -0.945
-2.553 -2.829 2.242
1.932 1.935 -1.298
0.406 0.284 -0.054
-0.181 -0.088 -0.030
0.312 0.278 0.009
1.473 1.595 -0.238
-1.880 -1.917 1.005
0.844 1.072 -0.351
-0.688 -0.390 -0.139
0.150 -0.487 -0.054
0.012 0.090 -0.109
-2.312 0.263 0.395
1.368 -0.135 0.159
0.012 0.040 -0.085
0.532 0.249 0.146
0.297 -0.161 -0.194
0.112 -0.237 -0.451
-0.041 0.521 -0.265
0.509 -0.045 0.274
-0.217 0.188 -0.322
0.100 -0.095 0.690
-0.020 -0.421 -0.325
-0.423 -0.194 -0.023
0.338 -0.107 -0.170
-1.603 0.106 2.139
1.838 -0.379 -2.457
0.111 0.089 0.098
-0.614 -0.219 0.347
-0.156 0.496 0.076
0.565 -0.336 -0.427
-1.283 1.587 -0.800
1.267 -1.890 1.057
0.232 0.116 0.125
-0.497 0.228 0.061
-0.255 0.321 -0.050
-0.006 0.289 -1.090
0.615 1.901 0.855
-0.388 -2.218 -0.587
0.393 -0.122 0.282
-0.283 0.209 0.598
-0.118 0.023 -0.092

Atomic partial charges in e from the natural (NBO) method, atoms 1 to 2:
1. C -0.74
2. C 0.31